111
Properties=species:S:1:pos:R:3:mulliken_spin:R:1 method="wB97M-V/def2-TZVPD" e_above_lowest_kcal_mol=28.9 charge=+2 homo_lumo_gap_ev="6.4 / 7.0" fmax_ev_per_a=1.726 spin_multiplicity=3 e_lumo_ha="-0.213 / -0.209" e_homo_ev="-12.2 / -12.6"
W 0.366 -0.091 0.122 1.4594
N 0.036 -0.263 2.409 0.0349
C 0.168 -1.682 2.813 0.0154
C 0.040 -2.602 1.619 0.0335
O 0.105 -3.792 1.727 0.0074
O -0.113 -1.981 0.434 0.0289
H 0.615 0.315 3.011 0.0026
H -0.922 0.047 2.552 0.0023
H -0.565 -1.969 3.565 -0.0003
H 1.159 -1.863 3.236 -0.0019
C -5.131 -0.775 2.527 0.0003
C -3.868 -1.602 2.436 0.0008
C -4.069 -3.004 1.918 -0.0001
O -2.840 -0.902 1.602 -0.0026
P -2.999 -0.241 0.195 0.0023
O -1.684 -0.212 -0.540 0.0152
C -3.335 1.510 0.503 0.0011
P -1.827 2.403 0.050 0.0323
O -0.609 1.766 0.726 0.0788
O -1.582 2.406 -1.483 0.0000
C -2.359 3.133 -2.507 0.0024
C -1.375 3.476 -3.600 0.0059
C -3.474 2.233 -2.991 0.0001
O -2.138 3.838 0.540 0.0005
C -1.204 4.944 0.899 -0.0001
C -0.191 5.170 -0.197 -0.0012
C -0.602 4.659 2.255 0.0003
O -4.134 -0.910 -0.601 0.0030
C -3.938 -1.577 -1.938 -0.0005
C -5.304 -1.590 -2.571 0.0006
C -3.329 -2.939 -1.725 -0.0033
H -5.845 -1.293 3.166 0.0000
H -5.599 -0.655 1.547 0.0000
H -4.944 0.205 2.967 0.0000
H -3.375 -1.629 3.405 -0.0005
H -4.641 -3.002 0.992 0.0000
H -4.627 -3.573 2.662 0.0000
H -3.115 -3.507 1.753 0.0000
H -3.503 1.674 1.568 0.0000
H -4.192 1.908 -0.041 0.0001
H -2.757 4.038 -2.043 -0.0004
H -1.003 2.562 -4.067 -0.0005
H -0.519 4.030 -3.215 -0.0009
H -1.871 4.080 -4.361 0.0003
H -3.059 1.351 -3.483 0.0031
H -4.079 2.777 -3.717 0.0003
H -4.138 1.910 -2.187 0.0003
H -1.884 5.790 0.963 0.0000
H 0.452 4.297 -0.339 -0.0001
H 0.442 6.013 0.082 0.0000
H -0.671 5.412 -1.143 0.0000
H 0.070 3.801 2.212 -0.0003
H -1.378 4.472 2.997 -0.0001
H -0.030 5.530 2.576 0.0000
H -3.253 -0.934 -2.492 0.0051
H -6.011 -2.138 -1.946 0.0000
H -5.240 -2.094 -3.536 0.0000
H -5.684 -0.582 -2.733 -0.0001
H -4.034 -3.615 -1.240 0.0001
H -2.412 -2.888 -1.134 -0.0001
H -3.075 -3.355 -2.701 -0.0005
C 3.164 5.194 -4.394 -0.0007
C 2.613 3.901 -3.853 0.0095
C 2.094 2.933 -4.707 -0.0042
C 1.597 1.720 -4.247 0.0032
C 1.038 0.723 -5.229 -0.0061
C 1.626 1.475 -2.869 0.0274
Se 0.730 -0.124 -2.289 0.0783
C 2.172 2.409 -1.992 0.0488
C 2.379 2.114 -0.543 -0.0780
C 2.644 3.618 -2.494 -0.0022
H 2.610 5.524 -5.272 0.0002
H 4.206 5.068 -4.694 0.0008
H 3.131 5.985 -3.646 0.0001
H 2.067 3.131 -5.773 -0.0002
H 1.151 1.085 -6.249 -0.0003
H -0.024 0.532 -5.050 0.0025
H 1.549 -0.238 -5.151 0.0021
H 1.471 1.687 -0.063 0.1109
H 2.583 3.010 0.044 0.0110
H 3.195 1.410 -0.406 -0.0014
H 3.070 4.346 -1.810 0.0001
C 2.100 -5.443 5.359 0.0000
C 2.545 -5.517 3.898 -0.0002
S 3.643 -4.176 3.555 -0.0002
O 2.874 -2.943 3.578 0.0005
O 4.822 -4.281 4.366 0.0000
C 4.109 -4.473 1.859 0.0009
C 4.839 -3.299 1.217 -0.0013
N 4.032 -2.064 1.171 0.0059
C 2.967 -1.900 0.368 0.0342
N 2.340 -0.759 0.683 0.0321
C 3.053 -0.170 1.703 0.0288
C 4.077 -0.975 2.012 -0.0077
N 5.038 -0.730 3.069 0.0004
O 4.823 0.256 3.737 -0.0006
O 6.009 -1.447 3.129 0.0010
C 2.641 -2.828 -0.747 0.0078
H 1.251 -6.107 5.506 0.0000
H 1.792 -4.433 5.628 0.0000
H 2.902 -5.747 6.027 0.0000
H 1.712 -5.407 3.200 0.0001
H 3.099 -6.432 3.683 0.0000
H 3.204 -4.765 1.323 0.0003
H 4.800 -5.316 1.889 0.0003
H 5.094 -3.550 0.191 0.0004
H 5.756 -3.075 1.752 -0.0006
H 2.800 0.774 2.153 -0.0179
H 3.196 -2.526 -1.638 0.0038
H 1.582 -2.809 -0.980 -0.0167
H 2.913 -3.851 -0.501 0.0033

***

116
Properties=species:S:1:pos:R:3:mulliken_charge:R:1 method="wB97M-V/def2-TZVPD" charge=+1 homo_lumo_gap_ev=7.5 fmax_ev_per_a=1.353 e_lumo_ha=-0.086 e_homo_ev=-9.8
Sc 0.726 -0.299 0.584 -0.0744
C 2.694 -2.834 -1.415 -1.2149
C 3.439 -1.689 -0.810 0.0613
C 4.816 -1.433 -0.802 -1.3922
C 4.990 -0.345 0.028 0.8221
C 6.242 0.393 0.360 -1.5875
N 3.777 0.017 0.496 0.4139
N 2.823 -0.794 -0.046 1.0953
B 3.488 0.731 1.843 -1.4617
N 2.531 1.920 1.601 0.7165
N 1.344 1.761 0.951 1.5256
C 0.833 2.982 0.746 0.0168
C -0.481 3.188 0.069 -0.7644
C 1.693 3.936 1.278 -2.0463
C 2.761 3.224 1.808 0.8656
C 3.971 3.757 2.498 -1.3664
N 2.872 -0.360 2.776 0.6649
N 2.013 -1.292 2.264 0.6654
C 2.146 -2.394 2.993 0.2853
C 1.586 -3.716 2.572 -1.6852
C 3.034 -2.156 4.051 -1.4674
C 3.482 -0.865 3.872 0.8963
C 4.485 -0.116 4.683 -1.4838
H 2.621 -2.756 -2.497 0.2235
H 3.212 -3.765 -1.186 0.4693
H 1.684 -2.882 -1.004 0.0224
H 5.581 -1.970 -1.337 0.5867
H 7.005 0.171 -0.383 0.4666
H 6.061 1.468 0.365 0.2608
H 6.632 0.111 1.339 0.2500
H 4.502 1.121 2.322 -0.0894
H -0.807 2.272 -0.423 -0.4036
H -1.242 3.493 0.789 0.4143
H -0.400 3.979 -0.676 0.6085
H 1.565 5.005 1.271 0.5738
H 3.851 4.825 2.660 0.4592
H 4.121 3.267 3.459 0.2143
H 4.868 3.596 1.899 0.2141
H 0.946 -3.619 1.696 0.1498
H 2.424 -4.361 2.301 0.4235
H 1.044 -4.211 3.373 0.3823
H 3.330 -2.850 4.820 0.5905
H 4.588 -0.588 5.657 0.4813
H 5.462 -0.125 4.197 0.2007
H 4.185 0.922 4.820 0.2522
C -2.833 -2.458 -5.476 -1.3970
C -2.066 -1.692 -4.434 0.4741
C -0.690 -1.564 -4.493 -0.8984
C 0.043 -0.951 -3.479 1.4421
C 1.463 -0.634 -3.820 -0.4347
O 2.084 -1.339 -4.591 -0.6530
C 2.061 0.654 -3.336 -0.2793
C 1.297 1.734 -2.895 1.0814
C 1.914 2.898 -2.471 -0.4425
C 3.296 3.015 -2.523 -0.5485
C 4.059 1.973 -3.030 -0.7706
C 3.442 0.798 -3.425 -0.4926
C -0.595 -0.621 -2.266 -1.0199
O 0.113 -0.389 -1.153 0.7735
C -2.003 -0.487 -2.322 -0.6405
C -2.702 -1.032 -3.392 -0.5398
C -2.750 0.416 -1.394 0.4537
N -2.672 0.271 -0.126 0.5880
C -3.478 1.122 0.746 -0.5854
C -4.896 0.580 0.971 -1.7846
Te -5.204 -1.112 2.258 0.2255
C -5.289 -2.551 0.694 -0.4632
C -6.391 -3.393 0.593 -0.4282
C -6.474 -4.307 -0.449 -0.5697
C -5.457 -4.392 -1.389 -0.5895
C -4.344 -3.570 -1.275 -0.5789
C -4.259 -2.651 -0.238 0.8203
C -3.403 1.532 -2.188 0.5048
C -2.607 2.095 -3.197 0.2431
C -3.079 3.101 -4.020 -1.0144
C -4.376 3.568 -3.872 -0.6141
C -5.176 3.036 -2.876 -0.9568
C -4.697 2.034 -2.043 -0.2337
H -2.184 -2.732 -6.306 0.3931
H -3.671 -1.877 -5.864 0.3631
H -3.236 -3.379 -5.051 0.2761
H -0.141 -1.908 -5.361 0.4936
H 0.216 1.684 -2.928 -0.0616
H 1.317 3.732 -2.123 0.5213
H 3.772 3.931 -2.195 0.4635
H 5.130 2.083 -3.137 0.4599
H 4.017 -0.029 -3.820 0.5279
H -3.785 -0.951 -3.393 0.6301
H -3.580 2.127 0.318 0.5214
H -2.970 1.209 1.708 0.3941
H -5.344 0.260 0.037 0.3724
H -5.505 1.374 1.403 0.6409
H -7.191 -3.332 1.320 0.4090
H -7.345 -4.943 -0.534 0.3689
H -5.528 -5.102 -2.202 0.4073
H -3.536 -3.634 -1.994 0.4367
H -3.401 -1.993 -0.174 0.0752
H -1.596 1.738 -3.339 0.1676
H -2.436 3.515 -4.786 0.4801
H -4.762 4.335 -4.531 0.4223
H -6.187 3.397 -2.741 0.4668
H -5.365 1.642 -1.300 0.3221
S -1.261 -2.699 4.191 -0.2814
C -1.178 -2.174 2.558 -0.5273
N -0.734 -0.975 2.347 1.0649
C -0.543 -0.317 3.569 -0.8141
C -0.189 1.022 3.745 -0.0900
C -0.007 1.502 5.025 -0.8522
C -0.200 0.679 6.140 -0.7810
C -0.596 -0.633 5.986 -0.3983
C -0.765 -1.118 4.694 0.9503
H -1.412 -2.866 1.761 0.4966
H -0.082 1.675 2.890 0.3768
H 0.283 2.535 5.167 0.5019
H -0.053 1.082 7.133 0.4264
H -0.780 -1.266 6.843 0.4688

***

12
Properties=species:S:1:pos:R:3:nbo_charge:R:1 method="wB97M-V/def2-TZVPD" e_above_lowest_kcal_mol=108.4 homo_lumo_gap_ev=8.6 fmax_ev_per_a=4.296 e_lumo_ha=-0.004 e_homo_ev=-8.7
C -0.240 0.122 -0.851 -0.2745
C -0.512 -0.926 -0.293 0.0039
C -0.587 0.386 1.988 -0.7054
C -0.577 -2.184 0.482 -0.7054
O 1.606 1.614 2.507 -0.9169
S 0.317 1.761 1.864 1.1650
H -0.157 0.847 -1.684 0.2533
H -1.583 0.565 1.827 0.2167
H -0.145 -0.502 2.387 0.2270
H -0.522 -2.933 -0.312 0.2591
H -1.334 -2.082 1.220 0.2389
H 0.351 -2.357 1.034 0.2383

***

85
Properties=species:S:1:pos:R:3:mulliken_charge:R:1 method="wB97M-V/def2-TZVPD" homo_lumo_gap_ev=10.7 fmax_ev_per_a=3.262 e_lumo_ha=0.006 smiles="C#C[C@@H]1COS(=O)(=O)O1.COC(=O)OC.COC(=O)OC.COC(=O)OC.COC(=O)OC.COC(=O)OC.COC(=O)OC" e_homo_ev=-10.6
C -3.843 -2.536 -4.325 0.2678
C -2.849 -2.485 -3.625 -0.8371
C -1.846 -2.399 -2.428 0.1731
C -1.937 -3.860 -1.765 -0.4830
O -2.669 -3.742 -0.531 -0.2005
S -3.556 -2.347 -0.535 1.1873
O -3.614 -1.986 0.864 -0.5789
O -4.822 -2.439 -1.228 -0.5536
O -2.471 -1.502 -1.470 -0.3401
H -4.847 -2.676 -4.769 0.3807
H -0.833 -2.065 -2.757 0.2473
H -0.876 -4.225 -1.674 0.3534
H -2.548 -4.496 -2.461 0.3456
C 4.291 -4.120 -1.445 -0.6586
O 3.170 -3.502 -2.079 -0.2593
C 3.482 -2.763 -3.149 0.7669
O 4.593 -2.595 -3.589 -0.5715
O 2.344 -2.250 -3.638 -0.2339
C 2.505 -1.428 -4.796 -0.6643
H 3.915 -4.689 -0.596 0.2151
H 4.791 -4.806 -2.130 0.2982
H 4.988 -3.367 -1.078 0.3029
H 2.931 -2.003 -5.620 0.3359
H 3.125 -0.562 -4.571 0.2853
H 1.517 -1.079 -5.091 0.2208
C 1.996 2.090 1.624 -0.5789
O 1.465 0.773 1.775 -0.3284
C 0.157 0.738 2.054 0.6796
O -0.564 1.696 2.178 -0.4070
O -0.210 -0.542 2.170 -0.3510
C -1.597 -0.733 2.469 -0.3477
H 3.057 1.993 1.402 0.2286
H 1.512 2.607 0.793 0.2871
H 1.883 2.660 2.547 0.2443
H -2.220 -0.329 1.675 0.2738
H -1.850 -0.276 3.428 0.1840
H -1.775 -1.803 2.539 0.1114
C -1.446 4.267 1.559 -0.3922
O -2.587 4.875 0.943 -0.3195
C -2.306 5.586 -0.151 0.7362
O -1.213 5.745 -0.634 -0.5504
O -3.454 6.096 -0.622 -0.3284
C -3.304 6.885 -1.799 -0.6307
H -1.790 3.720 2.431 0.1916
H -0.971 3.565 0.878 0.2240
H -0.735 5.028 1.887 0.2965
H -2.901 6.285 -2.617 0.2893
H -2.666 7.749 -1.606 0.2890
H -4.293 7.241 -2.085 0.2209
C 5.895 0.282 -4.468 -0.2393
O 5.634 1.226 -5.508 -0.2617
C 6.601 2.136 -5.682 0.7375
O 7.624 2.209 -5.052 -0.5320
O 6.230 2.950 -6.678 -0.3180
C 7.174 3.978 -6.975 -0.6266
H 5.053 -0.399 -4.420 -0.2578
H 6.793 -0.296 -4.688 0.3312
H 5.989 0.786 -3.505 0.3337
H 8.124 3.548 -7.295 0.2905
H 7.319 4.629 -6.112 0.2906
H 6.768 4.571 -7.793 0.2209
C -0.082 6.490 7.131 -0.6105
O -0.632 5.222 7.485 -0.3358
C -0.728 4.360 6.465 0.7583
O -0.397 4.576 5.326 -0.5237
O -1.256 3.222 6.934 -0.3302
C -1.418 2.200 5.953 -0.6300
H -0.053 7.099 8.033 0.2156
H 0.936 6.376 6.755 0.2863
H -0.710 6.989 6.393 0.2902
H -0.453 1.913 5.532 0.2807
H -2.099 2.526 5.165 0.2904
H -1.852 1.332 6.447 0.2973
C -5.664 -8.160 3.984 -0.6243
O -4.476 -7.371 3.922 -0.3285
C -4.132 -6.993 2.684 0.7711
O -4.728 -7.259 1.672 -0.5451
O -3.012 -6.267 2.769 -0.3382
C -2.527 -5.792 1.512 -0.6030
H -5.840 -8.405 5.029 0.2175
H -6.519 -7.596 3.609 0.2938
H -5.540 -9.088 3.424 0.2889
H -3.256 -5.139 1.043 0.2872
H -2.279 -6.628 0.856 0.3185
H -1.619 -5.220 1.701 0.2831

***

9
Properties=species:S:1:pos:R:3:nbo_charge:R:1 method="wB97M-V/def2-TZVPD" e_above_lowest_kcal_mol=75.7 homo_lumo_gap_ev=10.9 fmax_ev_per_a=4.391 e_lumo_ha=0.015 smiles="NC[N+](=O)[O-]" e_homo_ev=-10.5
C -0.400 0.401 -0.083 -0.1553
N 0.587 0.006 -1.318 -0.8292
N 0.069 -0.244 1.226 0.5462
O 0.920 -1.035 1.113 -0.3472
O -0.497 0.179 2.219 -0.3888
H -0.263 1.546 0.088 0.2257
H -1.424 0.132 -0.182 0.2085
H -0.079 -0.166 -2.042 0.3579
H 1.087 -0.820 -1.020 0.3821

***

92
Properties=species:S:1:pos:R:3:mulliken_charge:R:1 method="wB97M-V/def2-TZVPD" e_above_lowest_kcal_mol=7.5 charge=-2 homo_lumo_gap_ev=4.1 fmax_ev_per_a=0.917 e_lumo_ha=0.154 e_homo_ev=0.1
Pd 0.138 -1.679 -0.541 0.2235
C 3.987 -3.067 -0.167 -0.9129
Si 3.467 -1.931 -1.545 -0.3686
C 4.993 -0.932 -2.072 -1.0704
C 3.055 -2.956 -3.040 -0.8172
N 2.172 -0.964 -1.068 0.0299
P 1.679 0.540 -0.853 3.5846
C 0.082 0.842 -0.697 -2.4947
P -1.501 0.441 -0.724 1.9990
N -1.889 -1.122 -0.697 0.1644
Si -3.290 -2.085 -0.648 -0.3638
C -4.845 -1.012 -0.556 -1.0577
C -3.314 -3.174 0.864 -0.7196
C -3.456 -3.125 -2.178 -0.9210
C -2.317 1.245 0.735 0.1737
C -2.596 0.470 1.855 -0.4217
C -3.111 1.051 3.006 -0.8621
C -3.339 2.418 3.069 -0.7015
C -3.032 3.209 1.968 -0.8647
C -2.525 2.621 0.817 0.1933
C -2.366 1.168 -2.189 0.1623
C -1.819 0.871 -3.438 -0.6022
C -2.414 1.325 -4.601 -0.6858
C -3.574 2.095 -4.546 -0.4640
C -4.135 2.387 -3.314 -0.7385
C -3.535 1.918 -2.146 -0.1504
C 2.485 1.514 -2.210 0.4850
C 2.308 1.085 -3.525 -0.3686
C 2.872 1.780 -4.582 -0.8755
C 3.631 2.923 -4.347 -0.4649
C 3.813 3.363 -3.046 -0.6852
C 3.238 2.660 -1.988 -0.4224
C 2.536 1.273 0.630 0.1124
C 3.852 0.968 0.958 0.0393
C 4.451 1.500 2.093 -0.7138
C 3.734 2.360 2.917 -0.5082
C 2.419 2.676 2.599 -0.3559
C 1.824 2.127 1.466 -0.8853
H 4.805 -3.729 -0.471 0.3469
H 3.123 -3.679 0.110 0.1792
H 4.300 -2.495 0.712 0.2524
H 5.771 -1.642 -2.374 0.4430
H 5.423 -0.282 -1.305 0.3588
H 4.757 -0.305 -2.937 0.2612
H 3.925 -3.525 -3.387 0.3436
H 2.728 -2.297 -3.853 0.1949
H 2.232 -3.634 -2.798 0.1402
H -4.808 -0.321 0.291 0.2173
H -5.717 -1.661 -0.425 0.4408
H -4.995 -0.427 -1.468 0.2535
H -3.482 -2.568 1.762 0.0925
H -2.345 -3.678 0.930 0.0720
H -4.104 -3.929 0.809 0.4476
H -3.609 -2.479 -3.049 0.2431
H -4.285 -3.837 -2.120 0.3160
H -2.517 -3.675 -2.295 0.1474
H -2.403 -0.598 1.811 0.1898
H -3.334 0.423 3.862 0.4362
H -3.745 2.868 3.969 0.3644
H -3.186 4.282 2.002 0.3866
H -2.255 3.255 -0.020 0.5206
H -0.913 0.275 -3.486 0.3234
H -1.970 1.076 -5.558 0.4079
H -4.036 2.454 -5.458 0.3382
H -5.047 2.970 -3.251 0.3883
H -4.014 2.119 -1.197 0.4362
H 1.734 0.183 -3.713 0.3206
H 2.724 1.425 -5.595 0.3703
H 4.079 3.462 -5.174 0.3575
H 4.403 4.250 -2.845 0.3824
H 3.388 3.017 -0.976 0.3249
H 4.412 0.280 0.334 -0.0142
H 5.472 1.234 2.339 0.3774
H 4.197 2.775 3.806 0.3240
H 1.847 3.344 3.235 0.4195
H 0.792 2.330 1.193 0.2002
C -1.148 -3.073 4.405 -0.9876
N -0.477 -1.815 4.599 0.0727
C -1.011 -0.833 5.512 -0.4555
C -0.144 0.406 5.234 -0.6885
N 0.404 0.087 3.938 0.2918
C 0.310 -1.239 3.625 -0.2461
S 0.957 -1.967 2.301 -0.1764
H -1.010 -3.731 5.268 0.2701
H -0.734 -3.550 3.516 0.3425
H -2.222 -2.917 4.251 0.3093
H -0.931 -1.169 6.550 0.3827
H -2.074 -0.643 5.306 0.0923
H 0.634 0.530 5.997 0.3754
H -0.745 1.316 5.197 0.3437
H 1.147 0.612 3.507 -0.0245
Se 0.022 -4.058 -0.875 -1.1768

***

23
Properties=species:S:1:pos:R:3:nbo_charge:R:1 method="wB97M-V/def2-TZVPD" e_above_lowest_kcal_mol=96.1 homo_lumo_gap_ev=9.3 fmax_ev_per_a=7.035 e_lumo_ha=0.030 smiles="CCn1ccc(=O)n1C1CC1" e_homo_ev=-8.5
C 0.515 -2.478 -0.372 -0.4000
C -0.625 -1.897 -0.866 0.0469
C 1.311 -1.390 0.269 0.6165
C 2.491 1.414 0.150 -0.3828
C 1.495 1.716 -0.959 -0.4328
C 0.974 1.177 0.369 -0.0813
C -2.698 -0.103 1.206 -0.6535
C -1.954 0.148 -0.170 -0.2158
N -0.821 -0.596 -0.620 -0.2201
N 0.591 -0.211 0.244 -0.3009
O 2.453 -1.367 0.700 -0.6439
H 1.005 -3.385 -0.428 0.2407
H -1.470 -2.229 -1.448 0.2133
H 3.231 0.645 0.058 0.2599
H 2.897 2.242 0.676 0.2098
H 1.311 2.713 -1.259 0.2057
H 1.459 1.202 -1.900 0.2245
H 0.509 1.895 0.972 0.2146
H -1.860 -0.369 1.876 0.2280
H -3.145 0.836 1.659 0.2254
H -3.507 -0.878 1.242 0.2244
H -2.570 -0.176 -1.034 0.2063
H -1.591 1.090 -0.365 0.2150